Record 1
Molecular formula: C12H32N2O10Pt
Method: DFT, ωB97M-V with the def2-TZVPD basis set

## Properties
Total energy in eV: -39655.4786
Multiplicity: 3
Kohn-Sham gap (spin up / spin down) in eV: 9.01 / 9.27
HOMO energy (spin up / spin down) in eV: -8.73 / -9.77
E_LUMO (spin up / spin down) in Eh: 0.01060 / -0.01845
Strongest force on any atom in eV/A: 2.89

Geometry as XYZ:
```
57
Properties=species:S:1:pos:R:3:forces:R:3
Pt 0.231552 0.159042 -0.293083 0.19 -0.47 0.27
N 1.785052 -0.730701 2.380074 -1.00 0.16 1.32
O 1.086134 -1.767887 2.440445 0.57 0.07 -0.17
O 1.732302 0.018529 1.362061 -0.24 0.51 -1.42
O 2.440560 -0.326383 3.315550 0.40 -0.53 0.23
N -1.073772 1.221725 -2.829995 -0.14 -2.17 -1.19
O -1.060120 2.273508 -2.206260 -0.01 -0.08 0.33
O -1.500996 1.094963 -3.964971 0.33 0.48 0.93
O -0.622148 0.064471 -2.275078 -0.73 1.87 0.06
C -3.635832 0.903315 0.075389 0.73 -1.45 0.30
C -2.661020 1.785316 0.832153 -0.53 -0.21 1.02
C -3.158032 2.260633 2.180912 2.05 1.63 0.75
O -1.471358 0.955487 1.142719 -0.08 0.67 -0.68
H -4.056788 0.062935 0.705150 0.54 0.95 -0.61
H -3.039873 0.473597 -0.742231 -0.29 -0.24 0.08
H -4.442766 1.432362 -0.402939 -0.28 0.47 0.11
H -2.496223 2.695336 0.235224 0.84 -0.54 -0.13
H -2.944898 1.567086 2.980502 -0.76 -0.82 0.04
H -4.153817 2.635369 2.145782 -0.87 0.00 0.15
H -2.510786 3.123770 2.554190 -0.74 -0.60 -0.77
H -0.999411 1.318846 1.910661 -0.29 0.02 -0.30
C 2.080256 -3.076935 -1.957197 1.10 0.87 -0.16
C 2.647002 -1.756440 -1.338902 -0.16 -2.18 -0.07
C 4.111597 -1.576180 -1.654016 0.49 0.95 0.18
O 1.895622 -0.626235 -1.792447 0.60 0.62 0.96
H 2.801790 -3.913208 -1.760776 -0.96 0.59 0.22
H 2.125873 -2.949771 -3.065694 -0.49 -0.12 0.66
H 1.065357 -3.218785 -1.556559 0.35 -0.41 -0.40
H 2.528947 -1.806200 -0.257471 -0.08 0.08 0.09
H 4.800638 -2.288323 -1.113845 -0.91 0.94 -0.24
H 4.285248 -0.489993 -1.403410 0.56 -1.19 -0.21
H 4.292126 -1.732579 -2.721558 -0.02 0.20 0.00
H 1.201482 -0.860646 -2.394475 -0.56 -0.42 -0.93
C 2.962948 3.459664 0.212175 -0.43 -0.10 -0.75
C 1.541017 3.088287 0.641737 -0.38 0.89 -0.88
C 0.598655 4.309151 0.912035 0.19 -1.90 -2.17
O 0.961714 2.321174 -0.495568 0.93 -0.54 1.13
H 2.962168 4.388472 -0.365917 -0.02 -0.29 -0.38
H 3.345227 2.601076 -0.371320 -0.03 0.62 0.15
H 3.649187 3.645928 1.022206 -0.01 -0.15 0.63
H 1.673377 2.454447 1.513049 -0.62 -0.42 -0.05
H -0.234445 3.989064 1.511722 -0.50 -0.04 0.27
H 0.203525 4.626242 -0.117682 0.70 0.14 1.62
H 1.162404 5.030722 1.441601 0.33 1.13 0.28
H 0.139401 2.639884 -0.892673 -0.12 0.51 0.06
C -2.283487 -3.137325 -0.881786 1.03 -0.18 -1.29
C -1.801183 -2.842929 0.548026 -0.74 0.69 -1.11
C -1.546353 -4.093348 1.327722 0.94 -0.83 1.48
O -0.602045 -2.033442 0.428091 0.21 -0.42 -0.06
H -3.149964 -3.766942 -1.030519 -0.58 -0.04 0.83
H -1.521317 -3.744150 -1.437509 -0.13 0.64 0.59
H -2.464807 -2.252181 -1.518062 0.24 -0.07 0.59
H -2.547429 -2.237690 1.090172 0.09 -0.11 -0.26
H -1.358914 -3.808824 2.393087 -0.13 -0.28 -0.66
H -0.598160 -4.590745 0.999027 -0.89 0.21 -0.01
H -2.393250 -4.824807 1.345124 0.67 0.72 -0.31
H 0.018033 -2.147751 1.195355 -0.41 0.17 -0.16
```
Positions in Å, forces in eV/Å.

---

Record 2
Molecular formula: C60H84N3O3PS3SeSr
Method: DFT, ωB97M-V with the def2-TZVPD basis set

## Properties
Total energy in eV: -182174.0256
Net charge: -2
Kohn-Sham gap in eV: 3.73
HOMO energy in eV: -0.35
Relative energy (zero: lowest compared OMol25 entry of this formula, charge and spin) in kcal per mole: 107.9
E_LUMO in Eh: 0.12424
Strongest force on any atom in eV/A: 2.21

Geometry as XYZ:
```
156
Properties=species:S:1:pos:R:3:forces:R:3
Sr 1.095886 0.651931 0.242041 0.02 1.11 1.86
C -0.781412 -4.739597 -5.727305 -0.03 -0.01 -0.01
C 0.533805 -3.992636 -5.468736 0.00 0.02 0.03
C 0.807495 -3.083626 -6.666381 0.02 0.00 -0.04
C 1.679395 -5.009965 -5.381681 0.02 -0.04 0.01
C 0.433763 -3.208267 -4.162795 0.00 0.06 0.01
C 0.545949 -1.830858 -4.089399 0.00 0.00 0.02
C 0.456278 -1.166191 -2.871342 0.00 0.04 -0.17
Se 0.547583 0.758821 -2.853787 0.09 0.08 -0.42
C -1.257544 1.183993 -3.335320 -0.03 -0.10 -0.03
C -1.757057 0.743335 -4.553407 -0.07 -0.05 0.10
C -3.085627 0.931863 -4.902200 0.00 0.06 0.09
C -3.885094 1.586201 -3.953757 -0.02 0.02 0.04
C -3.422313 2.072116 -2.745443 0.02 -0.06 -0.06
C -2.019989 1.942745 -2.406243 -0.15 0.12 -0.11
O -1.507520 2.477887 -1.367504 0.20 -0.09 0.12
C -4.358828 2.742713 -1.741334 0.01 -0.02 -0.07
C -3.969194 4.219653 -1.596288 0.03 0.03 -0.03
C -4.252807 2.021462 -0.388788 -0.22 -0.39 -0.26
C -5.828866 2.695372 -2.165176 -0.01 -0.01 -0.01
C -3.697548 0.448091 -6.214094 0.02 -0.01 0.04
C -4.835402 -0.543171 -5.930270 -0.02 -0.03 0.02
C -4.264333 1.635991 -7.003118 0.00 0.03 -0.02
C -2.668488 -0.261666 -7.091758 0.02 -0.01 -0.05
C 0.310459 -1.851173 -1.643217 0.01 0.26 0.12
O 0.324394 -1.201027 -0.516912 -0.76 -1.83 -0.97
C 0.169047 -3.270534 -1.714129 0.04 -0.10 -0.12
C 0.227228 -3.882870 -2.954387 0.01 -0.09 0.04
C 0.006354 -4.082374 -0.431763 0.01 0.10 0.03
C 1.282218 -3.957714 0.412784 0.03 -0.03 0.05
C -0.225386 -5.569016 -0.710134 -0.01 -0.05 0.03
C -1.201690 -3.571936 0.366858 -0.05 0.01 -0.01
H -0.722221 -5.320621 -6.653542 0.00 0.00 -0.01
H -1.609202 -4.032744 -5.813746 0.00 0.01 0.00
H -1.015095 -5.424560 -4.910707 0.01 0.00 0.00
H 0.870487 -3.687100 -7.576276 0.00 0.00 -0.01
H 1.749527 -2.543430 -6.553077 0.01 -0.01 0.02
H 0.014418 -2.348230 -6.806189 -0.06 0.02 0.01
H 1.752332 -5.586600 -6.309546 0.01 -0.01 -0.01
H 1.531040 -5.709436 -4.557549 -0.01 0.00 -0.01
H 2.629803 -4.499826 -5.213410 0.00 0.01 0.00
H 0.715247 -1.237465 -4.978163 0.00 0.02 -0.01
H -1.083177 0.218015 -5.216838 0.03 -0.02 -0.01
H -4.935883 1.715962 -4.185906 -0.03 0.00 0.00
H -2.924408 4.304353 -1.303922 -0.40 -0.08 -0.11
H -4.596284 4.715005 -0.846160 0.02 0.02 -0.01
H -4.104027 4.734861 -2.551599 -0.02 0.00 -0.01
H -3.222595 1.997640 -0.038088 -0.11 -0.15 -0.14
H -4.602851 0.991247 -0.490661 -0.03 -0.02 -0.05
H -4.880022 2.521833 0.357187 -0.12 -0.23 -0.15
H -6.013638 3.260018 -3.082905 0.03 0.00 -0.01
H -6.437105 3.140388 -1.372552 -0.01 0.00 -0.01
H -6.172675 1.669905 -2.317091 0.00 -0.02 0.01
H -5.631255 -0.076241 -5.347602 0.00 0.01 0.00
H -4.462753 -1.394700 -5.357864 0.01 0.00 -0.01
H -5.271136 -0.914109 -6.864104 0.00 0.00 -0.01
H -5.038445 2.153756 -6.433989 0.00 -0.01 0.01
H -4.702518 1.300767 -7.949383 -0.01 0.00 -0.01
H -3.475391 2.358836 -7.221332 0.01 -0.01 -0.01
H -2.261547 -1.140805 -6.590273 0.02 -0.04 0.03
H -1.834329 0.395794 -7.345166 0.00 0.02 -0.01
H -3.138726 -0.590848 -8.023024 0.00 0.00 0.00
H 0.126035 -4.961274 -2.992654 0.00 0.02 0.00
H 2.140308 -4.347965 -0.143444 0.01 0.01 0.00
H 1.182430 -4.540357 1.333501 0.00 -0.03 0.01
H 1.494386 -2.928576 0.699902 -0.03 0.00 -0.03
H 0.626366 -6.030632 -1.215823 0.01 0.01 -0.01
H -1.121167 -5.738541 -1.314073 -0.01 0.01 -0.01
H -0.358003 -6.084949 0.244011 0.00 0.00 0.00
H -1.068644 -2.534853 0.664041 0.03 -0.01 -0.01
H -1.328487 -4.183771 1.262198 -0.01 -0.04 0.09
H -2.114962 -3.646345 -0.230764 0.00 -0.02 -0.01
S 0.635188 1.474594 3.069047 -0.04 -0.08 0.04
C 1.299230 0.302764 4.222089 -0.12 0.40 0.00
N 0.848992 0.437506 5.600554 -0.09 -0.22 -0.16
C 1.767964 -0.103233 6.566196 0.04 0.04 0.01
C 2.059170 -1.538275 6.203310 -0.01 -0.01 0.02
N 2.669069 -1.584929 4.901714 0.11 0.21 -0.10
C 3.141908 -2.886914 4.522285 -0.10 -0.30 -0.03
C 2.104587 -3.988350 4.643862 0.04 0.08 -0.06
C 0.812823 -3.774651 4.163256 -0.03 0.00 -0.02
C -0.152633 -4.762460 4.279676 0.04 0.02 0.00
C 0.155723 -5.987870 4.862197 0.00 0.03 -0.01
C 1.439131 -6.211466 5.336423 0.02 0.02 -0.01
C 2.399723 -5.210959 5.232855 0.01 -0.04 0.03
C 2.168706 -0.675687 3.892115 0.22 -0.14 -0.08
S 2.876335 -0.863249 2.280346 -0.13 0.11 0.02
C 0.232741 1.658357 6.037452 0.00 0.25 0.05
C -0.955451 1.402526 6.931963 0.04 -0.13 -0.06
C -2.059435 0.724732 6.410834 0.02 -0.01 0.04
C -3.167237 0.469096 7.199323 0.01 0.00 0.04
C -3.190772 0.875969 8.532652 0.02 -0.01 -0.04
C -2.098034 1.542844 9.060596 0.05 0.01 -0.04
C -0.987239 1.801619 8.259412 -0.06 0.06 0.06
H 1.315510 -0.055916 7.562269 -0.02 -0.01 -0.02
H 2.713983 0.470810 6.589879 -0.03 0.02 0.01
H 1.108942 -2.093999 6.259925 0.03 -0.04 -0.02
H 2.745157 -1.998129 6.929191 0.01 0.04 0.00
H 4.016034 -3.161312 5.130692 -0.03 0.00 0.07
H 3.465714 -2.820749 3.480260 0.02 0.02 0.03
H 0.580286 -2.818348 3.705825 -0.02 0.00 -0.01
H -1.153512 -4.575102 3.913500 -0.04 0.00 -0.04
H -0.602045 -6.757182 4.948768 -0.01 -0.01 0.00
H 1.692162 -7.160310 5.795827 0.00 -0.01 0.00
H 3.399462 -5.377578 5.622322 0.00 -0.01 0.00
H -0.096371 2.194307 5.144047 0.01 0.00 0.05
H 0.944898 2.318707 6.568467 0.04 -0.01 -0.02
H -2.018202 0.396097 5.378772 0.00 0.00 -0.01
H -4.016703 -0.055411 6.778797 -0.01 0.00 0.00
H -4.054140 0.665468 9.152053 -0.02 0.00 0.01
H -2.101353 1.856129 10.098250 0.00 0.00 0.01
H -0.128356 2.322190 8.670259 0.00 0.00 0.02
C -3.004520 3.846688 1.772005 -0.02 0.17 -0.01
P -1.203312 3.754416 1.419975 0.33 0.15 -0.02
C -0.659081 4.680262 2.932295 -0.10 0.02 0.03
C -1.101630 5.126997 0.176117 -0.02 0.00 -0.04
H -3.292890 4.863745 2.055228 0.01 0.03 0.06
H -3.219781 3.166781 2.597902 -0.04 -0.02 0.03
H -3.589597 3.529566 0.911866 0.41 0.47 0.51
H -0.903585 5.746101 2.862696 0.01 0.01 0.03
H 0.400370 4.528158 3.129320 0.04 0.03 -0.07
H -1.181571 4.254188 3.790751 -0.01 -0.01 -0.01
H -1.751379 5.971524 0.426627 -0.02 0.01 0.02
H -1.371567 4.721115 -0.801590 0.28 0.06 0.24
H -0.081007 5.504416 0.104534 0.15 0.02 0.05
C 2.701185 4.762606 -1.879188 -0.37 0.35 0.06
S 2.289535 3.419055 -0.794263 0.91 -0.51 -0.29
O 3.212985 2.413042 -1.567592 0.01 0.18 0.20
C 3.206993 3.892782 0.668731 -0.22 -0.11 -0.21
C 2.632198 4.824692 1.517147 0.17 0.08 0.16
C 3.284603 5.136392 2.699091 -0.09 -0.07 -0.07
C 4.463150 4.481041 3.028083 0.04 0.06 0.10
C 5.007840 3.535953 2.175679 -0.06 -0.10 -0.14
C 4.378917 3.226543 0.974878 0.11 0.08 0.20
H 3.787466 4.757140 -1.920823 -0.01 0.11 -0.09
H 2.304114 5.694697 -1.480766 0.01 0.01 0.00
H 2.248199 4.527956 -2.840444 0.03 0.02 -0.01
H 1.685907 5.287972 1.288468 -0.15 0.02 -0.06
H 2.836756 5.847433 3.380653 0.02 0.00 0.02
H 4.939056 4.683964 3.979274 0.01 0.01 -0.01
H 5.898240 2.990299 2.457265 0.01 0.01 0.02
H 4.727980 2.433319 0.332973 -0.03 0.03 0.02
C 4.450942 -1.016902 -0.855557 0.03 -0.12 0.01
C 4.381743 0.335310 -1.576412 -0.20 -0.07 0.16
C 4.016379 0.106134 -3.046268 -0.01 -0.03 -0.08
C 5.751389 1.024870 -1.499657 0.11 -0.01 0.03
N 3.356394 0.994807 -0.799766 0.11 0.26 -0.35
H 5.245419 -1.622665 -1.300236 0.00 0.01 0.00
H 3.509830 -1.562074 -0.955089 -0.03 0.02 -0.04
H 4.643899 -0.892388 0.210876 0.04 0.04 -0.01
H 4.812453 -0.452837 -3.548031 0.01 0.00 -0.02
H 3.875242 1.049859 -3.577424 0.00 0.01 0.03
H 3.093014 -0.467869 -3.128619 0.02 0.00 0.03
H 6.496393 0.463791 -2.070193 0.01 -0.01 -0.01
H 6.095913 1.079601 -0.464328 0.00 -0.02 0.00
H 5.706872 2.035921 -1.911880 -0.02 0.00 0.00
```
Positions in Å, forces in eV/Å.

---

Record 3
Molecular formula: C3H7IN2
Method: DFT, ωB97M-V with the def2-TZVPD basis set

## Properties
Total energy in eV: -14303.0339
SMILES: [H]/N=C\I.C=NC
Kohn-Sham gap in eV: 9.81
HOMO energy in eV: -9.43
Relative energy (zero: lowest compared OMol25 entry of this formula, charge and spin) in kcal per mole: 52.9
E_LUMO in Eh: 0.01404
Strongest force on any atom in eV/A: 2.98

Geometry as XYZ:
```
13
Properties=species:S:1:pos:R:3:forces:R:3
H -0.452910 -0.252215 -3.099558 -0.31 0.22 0.51
N -1.044756 -0.183230 -2.257622 0.49 -1.05 -2.14
C -0.973215 0.808712 -1.558492 1.79 1.47 -1.13
I 0.366774 2.620094 -1.633712 -0.59 -0.95 -0.25
H -1.475683 0.869110 -0.679652 -1.54 0.66 2.47
C -0.368275 -1.193496 0.496331 -0.44 -1.65 0.32
N -0.122257 -0.063535 0.930805 0.80 0.84 0.50
C 1.085912 0.181413 1.676821 -0.23 -2.23 1.08
H 0.053495 -2.191908 0.645485 0.98 0.33 0.51
H -1.217009 -1.264795 -0.091209 -1.78 -0.28 -1.27
H 1.321228 -0.623902 2.463345 -0.38 1.02 -1.03
H 1.879964 0.182526 0.965076 0.84 0.36 -0.32
H 0.946733 1.111226 2.142381 0.38 1.27 0.75
```
Positions in Å, forces in eV/Å.